{"formula": "C16H47NO13", "method": "wB97M-V/def2-TZVPD", "symbols": ["O", "O", "O", "O", "O", "O", "O", "O", "O", "O", "O", "O", "O", "N", "C", "C", "C", "C", "C", "C", "C", "C", "C", "C", "C", "C", "C", "C", "C", "C", "H", "H", "H", "H", "H", "H", "H", "H", "H", "H", "H", "H", "H", "H", "H", "H", "H", "H", "H", "H", "H", "H", "H", "H", "H", "H", "H", "H", "H", "H", "H", "H", "H", "H", "H", "H", "H", "H", "H", "H", "H", "H", "H", "H", "H", "H", "H"], "xyz": [[9.7705, 16.3400, -6.1910], [7.2042, 13.4991, -11.3827], [13.8959, 10.8876, -15.7087], [6.4612, 6.5649, -19.1109], [9.3058, 11.6028, -4.5328], [11.9009, 14.3632, -7.3787], [14.3183, 15.3623, -19.2137], [14.0750, 15.2723, -16.3190], [6.0094, 18.5693, -20.3004], [7.1312, 11.3742, -2.6470], [8.5328, 16.7194, -20.8671], [12.0524, 8.3870, -16.1730], [5.5608, 9.3239, -19.4279], [7.2950, 11.9354, -13.8656], [7.2761, 16.6000, -20.2467], [11.6410, 9.7540, -15.7688], [7.0178, 11.9757, -3.9070], [13.5629, 14.4285, -18.6151], [7.9798, 11.2851, -4.8455], [11.1951, 15.4059, -8.0166], [10.8595, 16.5610, -7.0177], [12.7248, 10.5655, -14.9751], [12.9984, 14.9160, -17.2275], [6.5340, 8.8016, -18.5698], [7.0872, 14.1809, -12.6497], [7.4101, 7.6415, -19.1227], [7.3039, 13.9111, -15.0716], [6.8517, 17.8810, -19.4920], [6.8089, 14.3710, -10.3144], [7.7302, 13.3561, -13.7455], [12.4545, 15.8480, -17.3813], [9.1606, 16.1037, -20.4819], [7.5466, 15.1667, -12.7220], [7.7246, 18.5332, -19.5225], [7.7877, 11.5247, -5.8914], [11.7797, 16.9625, -6.5933], [6.0289, 14.3548, -12.8444], [5.9647, 11.7635, -4.0919], [7.6376, 13.2563, -15.8766], [14.1814, 13.5402, -18.7436], [6.3573, 17.7083, -18.5361], [7.3968, 15.7368, -19.5922], [4.7895, 8.7523, -19.4270], [11.8099, 15.7340, -8.8548], [7.1588, 13.0542, -3.8361], [14.2865, 15.3138, -20.1720], [8.2108, 7.3864, -18.4286], [14.4740, 10.1372, -15.8643], [11.1354, 13.8542, -7.1022], [6.3213, 11.8973, -14.1312], [7.1789, 9.6587, -18.3758], [10.2539, 14.9732, -8.3557], [7.1709, 15.3847, -10.4865], [5.7485, 14.3512, -10.0628], [12.7228, 14.1665, -19.2582], [8.8166, 13.3800, -13.6612], [5.6351, 6.8990, -19.4681], [13.1325, 9.9534, -14.1706], [12.2947, 14.1833, -16.8327], [14.5957, 15.9470, -16.7607], [8.0944, 10.2021, -4.7998], [10.7240, 9.6259, -15.1936], [9.8560, 11.3304, -5.2709], [7.2743, 11.5263, -12.9424], [5.8714, 8.4909, -17.7621], [10.4501, 17.3116, -7.6938], [7.6208, 14.9468, -15.1938], [11.8022, 7.7134, -15.5364], [7.3190, 13.9765, -9.4357], [6.4653, 16.4066, -20.9490], [6.3715, 18.5641, -21.1894], [6.6937, 11.9585, -2.0234], [11.4957, 10.2444, -16.7313], [6.2210, 14.0354, -15.0751], [9.6888, 17.1310, -5.6532], [7.8075, 7.7274, -20.1340], [12.3118, 11.4457, -14.4824]], "e_homo_ev": -9.76, "relative_energy_kcal_mol": 99.8, "total_charge": 0, "e_lumo_ev": 0.12, "multiplicity": 1, "gap_ev": 9.9, "largest_force_ev_per_a": 4.17, "total_energy_ha": -1670.404568}